Entry 1:
C39H55BrF3IN3PSSiTi | wB97M-V/def2-TZVPD

The geometry in ORCA input format:
```
! RIJCOSX wB97M-V def2-TZVPD def2/J DEFGRID3
* xyz 2 1
Ti 0.6400 0.0784 -1.0770
C -1.4684 -2.8411 -2.2052
C -1.8174 -1.4100 -2.4485
C -2.8601 -1.0375 -3.2708
C -3.1637 0.3119 -3.4346
C -2.4287 1.2875 -2.7969
C -1.3684 0.8742 -1.9897
N -1.1128 -0.4489 -1.8140
N -0.4290 1.6516 -1.3236
Si -0.5876 3.4615 -1.2758
C 0.9155 4.2111 -0.4518
C -2.1560 3.8247 -0.3197
C -0.7332 4.1658 -3.0045
H -1.0060 -3.2728 -3.0934
H -0.7710 -2.9546 -1.3744
H -2.3730 -3.4066 -1.9924
H -3.4430 -1.7988 -3.7644
H -3.9894 0.5992 -4.0658
H -2.6543 2.3278 -2.9208
H 1.5210 3.5479 0.1574
H 0.5890 5.0205 0.1955
H 1.5639 4.6452 -1.2106
H -3.0164 3.2916 -0.7215
H -2.0940 3.6084 0.7444
H -2.3689 4.8868 -0.4179
H -0.2104 3.5890 -3.7622
H -0.2778 5.1550 -2.9878
H -1.7612 4.3024 -3.3234
F 3.6908 -5.2991 -1.9617
C 2.9888 -4.2189 -2.2820
F 3.4701 -3.7436 -3.4318
F 1.7265 -4.6066 -2.5080
C 3.0398 -3.1776 -1.1870
C 3.8027 -3.3604 -0.0545
C 3.8243 -2.3688 0.9274
C 3.0266 -1.2609 0.7597
N 2.2701 -1.0784 -0.3350
C 2.3217 -1.9855 -1.3336
S 1.4707 -1.4843 -2.7570
H 4.3859 -4.2608 0.0600
H 4.4374 -2.4666 1.8104
H 2.9913 -0.4816 1.5048
Br 0.6456 1.3601 -4.8121
C 2.4352 0.8010 -5.0705
C 2.7918 0.2718 -6.3009
C 4.1008 -0.1270 -6.5262
C 5.0540 -0.0006 -5.5275
C 4.6987 0.5191 -4.2917
C 3.3883 0.9176 -4.0785
I 2.9370 1.7469 -2.2119
H 2.0471 0.1850 -7.0785
H 4.3717 -0.5343 -7.4883
H 6.0742 -0.3036 -5.7015
H 5.4372 0.6202 -3.5110
C -0.2757 -3.8280 3.8933
C 0.5470 -2.6359 4.3977
C 0.8195 -1.6286 3.2714
C -0.4007 -1.5770 2.3483
C -0.4174 -2.8916 1.5452
C 0.0057 -4.0897 2.4182
P -0.5582 -0.0966 1.2605
C -0.0209 1.4427 2.1549
C 1.4275 1.8385 1.8669
C 1.6845 3.2301 2.4447
C 1.6034 3.2085 3.9825
C 0.9213 1.9448 4.5028
C -0.3106 1.5622 3.6818
C -2.3876 0.1398 1.0399
C -3.0785 0.7894 2.2567
C -4.6085 0.6346 2.1851
C -5.0834 0.5330 0.7439
C -4.5406 -0.7518 0.1094
C -3.1650 -1.1297 0.6810
H -1.3425 -3.6411 4.0274
H -0.0499 -4.7133 4.4843
H 1.4987 -2.9811 4.8002
H 0.0236 -2.1397 5.2177
H 1.6790 -1.9655 2.6871
H 1.0719 -0.6614 3.6911
H -1.2963 -1.5192 2.9815
H 0.2865 -2.7924 0.7050
H -1.4030 -3.0723 1.1172
H 1.0696 -4.2943 2.2856
H -0.5209 -4.9816 2.0837
H -0.6432 2.1834 1.6325
H 1.6278 1.8247 0.7797
H 2.1155 1.1302 2.3282
H 0.9280 3.9071 2.0437
H 2.6494 3.6150 2.1168
H 1.0633 4.0910 4.3283
H 2.6041 3.2741 4.4111
H 0.6194 2.0845 5.5405
H 1.6433 1.1247 4.5163
H -1.0630 2.3389 3.8225
H -0.7490 0.6496 4.0832
H -2.4577 0.8436 0.2032
H -2.8238 1.8481 2.2973
H -2.7244 0.3433 3.1845
H -5.0776 1.4751 2.6937
H -4.9180 -0.2622 2.7238
H -4.7415 1.4117 0.1875
H -6.1709 0.5462 0.6944
H -4.4713 -0.6347 -0.9744
H -5.2340 -1.5759 0.2904
H -2.6274 -1.7648 -0.0221
H -3.2949 -1.7196 1.5906
*
```

- Kohn-Sham gap: 7.062 eV
- ΔE to the lowest compared entry with this formula, charge and spin: 7.7 kcal/mol



Entry 2:
C10H15ClN4O | wB97M-V/def2-TZVPD

The geometry in ORCA input format:
```
! RIJCOSX wB97M-V def2-TZVPD def2/J DEFGRID3
* xyz 0 1
Cl -2.1205 0.0197 -1.4277
N 0.2351 0.9529 -2.0264
N 0.8761 -0.8560 3.5459
O 1.7346 2.1000 -0.4585
C 0.8879 1.0256 -0.8175
C 0.4317 -0.3260 2.4377
C 0.8477 -0.2023 0.0040
C 0.5488 -1.4100 -0.6257
N 1.1831 -0.0645 1.3437
N -0.9665 -0.1099 2.3170
C 1.8353 3.1737 -1.3863
C -1.0954 -0.1342 -3.8984
C -0.3278 -0.9900 4.3663
C 0.0452 -1.4688 -2.0442
C -1.6387 -0.7692 3.4236
C -0.6147 -0.1696 -2.4691
H 0.4145 -2.3091 0.0267
H 2.1986 -0.3171 1.5902
H -1.4807 -0.0437 1.4486
H 0.8722 3.7958 -1.3168
H 2.6961 3.6962 -1.0078
H 2.0294 2.8351 -2.4135
H -1.9994 -0.7716 -4.1647
H -0.2518 -0.3011 -4.6426
H -1.3820 0.9326 -3.9780
H -0.3017 -2.0254 4.7327
H -0.3220 -0.2259 5.1481
H 0.7720 -1.8157 -2.6606
H -0.6972 -2.1593 -2.0870
H -1.9430 -1.8009 3.0993
H -2.4669 -0.2614 3.9407
*
```

- SMILES: COC1=N[C@](C)(Cl)CC=C1NC1=NCCN1
- Kohn-Sham gap: 8.045 eV
- ΔE to the lowest compared entry with this formula, charge and spin: 27.2 kcal/mol



Entry 3:
CF2O3S | wB97M-V/def2-TZVPD

The geometry in ORCA input format:
```
! RIJCOSX wB97M-V def2-TZVPD def2/J DEFGRID3
* xyz 0 1
C -0.7454 -0.7597 -0.4307
O -0.2621 0.4030 -0.7689
O 1.7289 -0.0377 0.8279
O -0.5056 -1.5063 0.4148
F -1.8660 -1.0866 -1.1516
F 0.3863 1.9869 1.0529
S 1.2639 1.0005 0.0555
*
```

- Kohn-Sham gap: 11.174 eV
- ΔE to the lowest compared entry with this formula, charge and spin: 29.4 kcal/mol